No. 1
Molecular formula: C52H70N4O3SbSi4Ta
Method: DFT, the ωB97M-V functional and the def2-TZVPD basis

Cartesian coordinates (Å):
1 Ta -0.59 -0.08 0.21
2 C -2.47 -3.28 -2.02
3 Si -1.99 -2.97 -0.24
4 C -0.18 -3.34 0.06
5 C -2.87 -4.04 1.01
6 N -2.22 -1.19 0.04
7 C -3.52 -0.67 -0.05
8 C -4.70 -1.41 -0.12
9 C -5.93 -0.76 -0.11
10 C -6.01 0.62 0.00
11 C -4.85 1.37 0.06
12 C -3.64 0.71 0.00
13 O -2.39 1.36 0.06
14 C -2.37 2.69 -0.46
15 C -1.96 3.72 0.37
16 C -1.93 5.01 -0.15
17 C -2.30 5.25 -1.46
18 C -2.72 4.20 -2.26
19 C -2.75 2.90 -1.77
20 H -2.18 -4.29 -2.31
21 H -1.95 -2.58 -2.68
22 H -3.54 -3.18 -2.20
23 H 0.08 -4.17 -0.60
24 H -0.04 -3.68 1.09
25 H 0.56 -2.57 -0.13
26 H -2.72 -5.08 0.70
27 H -3.93 -3.89 1.14
28 H -2.39 -3.91 1.98
29 H -4.68 -2.48 -0.19
30 H -6.83 -1.35 -0.17
31 H -6.97 1.11 0.04
32 H -4.89 2.45 0.15
33 H -1.71 3.52 1.40
34 H -1.62 5.83 0.49
35 H -2.28 6.25 -1.85
36 H -3.02 4.38 -3.28
37 H -3.07 2.08 -2.39
38 C 0.71 2.40 3.97
39 Sb 0.79 1.61 2.00
40 C -0.05 -0.43 2.23
41 C 0.70 -1.63 2.73
42 C 1.96 -2.09 2.36
43 C 2.45 -3.25 2.95
44 C 1.69 -3.92 3.89
45 C 0.45 -3.39 4.21
46 N -0.01 -2.28 3.66
47 Si -1.53 -0.30 3.58
48 C -0.91 -0.12 5.34
49 C -2.91 -1.54 3.42
50 C -2.47 1.32 3.20
51 C 2.85 1.77 1.43
52 C 3.11 0.82 0.30
53 C 4.34 0.93 -0.37
54 C 4.69 0.05 -1.38
55 C 3.80 -0.97 -1.69
56 C 2.61 -1.01 -1.02
57 N 2.22 -0.12 -0.07
58 Si 2.97 3.60 0.73
59 C 2.04 4.80 1.84
60 C 2.13 3.65 -0.94
61 C 4.73 4.22 0.56
62 Si 4.05 1.46 2.94
63 C 5.82 1.12 2.40
64 C 3.52 -0.06 3.90
65 C 4.09 2.96 4.07
66 H -0.31 2.33 4.34
67 H 1.01 3.44 3.94
68 H 1.38 1.82 4.60
69 H 2.55 -1.55 1.65
70 H 3.43 -3.62 2.68
71 H 2.04 -4.83 4.36
72 H -0.19 -3.86 4.95
73 H 0.18 -0.17 5.44
74 H -1.31 -0.96 5.91
75 H -1.26 0.79 5.81
76 H -2.68 -2.49 3.88
77 H -3.19 -1.72 2.38
78 H -3.79 -1.12 3.91
79 H -1.90 2.22 3.00
80 H -3.07 1.54 4.09
81 H -3.19 1.19 2.39
82 H 5.02 1.70 -0.08
83 H 5.63 0.16 -1.89
84 H 4.02 -1.71 -2.44
85 H 1.92 -1.80 -1.25
86 H 0.98 4.57 1.97
87 H 2.08 5.77 1.34
88 H 2.49 4.93 2.82
89 H 1.04 3.59 -0.85
90 H 2.45 2.85 -1.61
91 H 2.37 4.59 -1.43
92 H 5.37 3.96 1.40
93 H 4.69 5.30 0.51
94 H 5.21 3.88 -0.36
95 H 5.91 0.24 1.77
96 H 6.38 0.92 3.32
97 H 6.30 1.96 1.91
98 H 3.91 -0.96 3.43
99 H 2.45 -0.20 4.02
100 H 3.96 -0.02 4.90
101 H 4.65 3.78 3.63
102 H 4.61 2.67 4.98
103 H 3.11 3.33 4.37
104 C 3.05 -5.89 -5.10
105 C 3.07 -4.39 -5.08
106 C 4.22 -3.72 -5.50
107 C 4.26 -2.33 -5.50
108 C 3.17 -1.60 -5.07
109 C 2.02 -2.27 -4.67
110 N 0.91 -1.53 -4.15
111 C 0.62 -0.25 -4.49
112 C 0.80 0.19 -5.81
113 C 0.53 1.48 -6.18
114 C 0.08 2.43 -5.25
115 C -0.10 2.04 -3.96
116 C 0.13 0.71 -3.55
117 C -0.03 0.43 -2.17
118 O -0.16 1.35 -1.28
119 O -0.02 -0.76 -1.64
120 C 1.95 -3.66 -4.67
121 C 0.69 -4.37 -4.25
122 H 4.05 -6.29 -5.30
123 H 2.38 -6.27 -5.87
124 H 2.72 -6.30 -4.14
125 H 5.07 -4.28 -5.83
126 H 5.16 -1.82 -5.83
127 H 3.22 -0.52 -5.04
128 H 0.53 -1.88 -3.29
129 H 1.13 -0.53 -6.55
130 H 0.65 1.76 -7.22
131 H -0.10 3.45 -5.56
132 H -0.44 2.75 -3.21
133 H -0.19 -3.76 -4.45
134 H 0.71 -4.61 -3.19
135 H 0.57 -5.31 -4.79

As for the total charge: +2. The HOMO-LUMO gap is 6.1 eV. For the HOMO energy, the calculation gives -12.202 eV. Its total energy is -106756.6149 eV.

Atomic partial charges in e from the Löwdin method, atoms 1 to 2: atom 1 (Ta): 1.772, atom 2 (C): -0.137


No. 2
Molecular formula: C26H48N2O5
Method: DFT, the ωB97M-V functional and the def2-TZVPD basis

Cartesian coordinates (Å):
1 C -7.14 -3.85 -0.60
2 C -6.65 -2.37 -0.50
3 O -5.48 -2.20 0.29
4 C -4.31 -2.54 -0.44
5 C -3.38 -3.22 0.58
6 O -2.16 -3.74 -0.03
7 N -1.17 -3.68 0.92
8 C -0.20 -2.72 0.77
9 C -0.30 -1.83 -0.47
10 C 0.61 -0.58 -0.41
11 C 1.88 -0.65 -1.29
12 C 1.65 -0.98 -2.78
13 C 1.21 0.23 -3.65
14 O -0.09 -0.08 -4.20
15 C -0.26 0.46 -5.50
16 C 0.78 -2.61 1.73
17 C 0.81 -3.47 2.85
18 C -0.19 -4.47 2.92
19 C -1.16 -4.56 1.95
20 O -2.11 -5.52 2.10
21 C -2.16 -6.48 1.01
22 C -0.81 -6.77 0.33
23 H -6.90 -4.31 -1.57
24 H -6.84 -4.47 0.25
25 H -8.24 -3.81 -0.57
26 H -6.59 -1.90 -1.50
27 H -7.45 -1.82 0.03
28 H -4.51 -3.15 -1.34
29 H -3.85 -1.59 -0.77
30 H -3.92 -4.06 1.06
31 H -3.08 -2.47 1.33
32 H -0.11 -2.49 -1.33
33 H -1.34 -1.47 -0.58
34 H 0.04 0.30 -0.74
35 H 0.95 -0.32 0.61
36 H 2.66 -1.33 -0.90
37 H 2.33 0.37 -1.25
38 H 0.95 -1.80 -2.98
39 H 2.62 -1.32 -3.18
40 H 1.88 0.28 -4.53
41 H 1.22 1.20 -3.12
42 H 0.36 1.36 -5.67
43 H -1.32 0.79 -5.61
44 H -0.08 -0.31 -6.28
45 H 1.56 -1.84 1.65
46 H 1.57 -3.39 3.63
47 H -0.20 -5.16 3.76
48 H -2.88 -6.17 0.24
49 H -2.50 -7.42 1.46
50 H -0.41 -5.94 -0.27
51 H -0.08 -7.19 1.04
52 H -1.01 -7.59 -0.39
53 C 1.55 5.15 -0.98
54 C 2.81 4.73 -0.19
55 C 3.51 5.97 0.37
56 C 2.78 6.67 1.51
57 C 1.91 5.72 2.34
58 C 2.32 4.24 2.27
59 N 2.31 3.83 0.87
60 O 2.64 2.51 0.69
61 C 1.24 3.45 3.01
62 C 3.66 4.03 3.00
63 C 3.78 4.09 -1.18
64 H 1.06 4.28 -1.42
65 H 1.81 5.84 -1.80
66 H 0.83 5.66 -0.35
67 H 4.51 5.70 0.71
68 H 3.68 6.70 -0.44
69 H 3.51 7.16 2.16
70 H 2.15 7.48 1.12
71 H 1.90 6.06 3.38
72 H 0.87 5.81 2.00
73 H 0.28 3.53 2.50
74 H 1.11 3.84 4.03
75 H 1.50 2.39 3.10
76 H 3.57 4.35 4.04
77 H 4.48 4.60 2.55
78 H 3.95 2.98 3.01
79 H 4.05 4.82 -1.96
80 H 3.35 3.23 -1.69
81 H 4.70 3.78 -0.69

The HOMO-LUMO gap is 2.0 eV. For the HOMO energy, the calculation gives -3.470 eV. As for the energy above the lowest of the compared OMol25 structures with the same formula, charge and spin: 726.00 kJ/mol. Its total energy is -40949.3942 eV.

Atomic partial charges in e from the Löwdin method, atoms 1 to 2: atom 1 (C): -0.076, atom 2 (C): -0.266


No. 3
Molecular formula: C40H44N7O3W
Method: DFT, the ωB97M-V functional and the def2-TZVPD basis

Cartesian coordinates (Å):
1 W -0.10 0.36 0.18
2 O 1.43 -0.67 -0.57
3 C 2.46 -1.00 0.25
4 C 3.75 -1.10 -0.26
5 C 4.79 -1.42 0.59
6 C 4.56 -1.65 1.95
7 C 3.28 -1.57 2.45
8 C 2.22 -1.23 1.61
9 C 0.84 -1.18 2.16
10 N 0.18 -0.10 2.42
11 N -1.02 -0.31 3.11
12 C -2.03 -0.18 2.33
13 O -1.90 0.08 1.04
14 C -3.41 -0.30 2.84
15 C -3.65 -0.71 4.15
16 C -4.94 -0.80 4.62
17 C -6.01 -0.49 3.78
18 C -5.78 -0.08 2.48
19 C -4.48 0.02 2.00
20 H 3.91 -0.93 -1.31
21 H 5.80 -1.50 0.20
22 H 5.39 -1.91 2.60
23 H 3.09 -1.77 3.50
24 H 0.40 -2.12 2.49
25 H -2.81 -0.94 4.79
26 H -5.13 -1.12 5.63
27 H -7.03 -0.56 4.15
28 H -6.61 0.17 1.83
29 H -4.29 0.34 0.99
30 C -2.51 -1.46 -1.10
31 N -1.01 -1.42 -1.06
32 C -0.56 -2.75 -0.58
33 C -0.55 -1.12 -2.42
34 C -0.28 -2.07 -3.38
35 C 0.11 -1.66 -4.65
36 C 0.21 -0.31 -4.95
37 C -0.05 0.64 -3.98
38 C -0.44 0.24 -2.71
39 N -0.66 1.14 -1.64
40 C -1.86 1.87 -1.61
41 C -2.80 1.88 -2.64
42 C -4.01 2.55 -2.47
43 C -4.30 3.19 -1.28
44 C -3.36 3.20 -0.25
45 C -2.15 2.55 -0.42
46 N -1.06 2.58 0.55
47 C -0.23 3.75 0.15
48 C -1.52 2.83 1.93
49 H -2.82 -2.18 -1.86
50 H -2.89 -1.75 -0.13
51 H -2.89 -0.47 -1.36
52 H -1.03 -3.55 -1.16
53 H 0.52 -2.82 -0.65
54 H -0.88 -2.86 0.46
55 H -0.35 -3.13 -3.15
56 H 0.32 -2.41 -5.40
57 H 0.51 -0.01 -5.94
58 H 0.04 1.70 -4.20
59 H -2.60 1.35 -3.56
60 H -4.73 2.54 -3.27
61 H -5.24 3.70 -1.14
62 H -3.58 3.72 0.67
63 H -0.87 4.64 0.13
64 H 0.56 3.92 0.87
65 H 0.18 3.59 -0.84
66 H -1.82 3.88 2.05
67 H -2.37 2.20 2.18
68 H -0.70 2.64 2.62
69 C 5.56 4.95 4.95
70 C 5.27 3.46 4.98
71 N 4.95 2.93 3.65
72 C 5.91 2.01 3.04
73 C 7.19 2.70 2.60
74 C 3.70 3.17 3.18
75 O 2.84 3.74 3.83
76 C 3.34 2.73 1.79
77 C 4.03 3.09 0.64
78 C 3.51 2.74 -0.60
79 C 2.32 2.04 -0.65
80 N 1.65 1.69 0.46
81 C 2.15 2.05 1.65
82 H 5.80 5.30 5.96
83 H 4.69 5.51 4.60
84 H 6.41 5.18 4.31
85 H 4.43 3.25 5.64
86 H 6.13 2.90 5.34
87 H 5.43 1.51 2.20
88 H 6.14 1.23 3.77
89 H 7.00 3.48 1.86
90 H 7.89 1.98 2.17
91 H 7.69 3.17 3.45
92 H 4.96 3.65 0.71
93 H 4.00 3.01 -1.52
94 H 1.88 1.73 -1.59
95 H 1.58 1.77 2.53

As for the total charge: +1. The expectation value of S² is 2.015. The HOMO-LUMO gap (spin up / spin down) is 7.0 / 7.2 eV. For the HOMO energy (spin up / spin down), the calculation gives -9.699 / -10.305 eV. As for the energy above the lowest of the compared OMol25 structures with the same formula, charge and spin: 101.49 kJ/mol. Its total energy is -60589.4621 eV. The multiplicity is 3.

Atomic partial charges in e from the Löwdin method, atoms 1 to 2: atom 1 (W): 1.794, atom 2 (O): -0.268


No. 4
Molecular formula: C2H6ClN3P2
Method: DFT, the ωB97M-V functional and the def2-TZVPD basis

Cartesian coordinates (Å):
1 C -2.10 0.56 -1.39
2 C 2.32 -0.88 1.18
3 N -1.72 2.01 -1.25
4 N -0.81 0.20 -0.78
5 N 1.07 -0.62 0.48
6 P 0.01 -1.26 -0.41
7 P -0.31 1.75 -0.29
8 Cl 1.04 2.32 -1.56
9 H -3.07 0.31 -0.88
10 H -2.36 0.23 -2.35
11 H 3.21 -0.26 0.84
12 H 2.12 -0.45 2.24
13 H 2.48 -1.93 1.33
14 H -2.38 2.67 -0.90

The HOMO-LUMO gap is 8.8 eV. For the HOMO energy, the calculation gives -8.501 eV. As for the energy above the lowest of the compared OMol25 structures with the same formula, charge and spin: 0.00 kJ/mol. Its total energy is -37740.9700 eV.

Atomic partial charges in e from the natural (NBO) method, atoms 1 to 2: atom 1 (C): -0.031, atom 2 (C): -0.421


No. 5
Molecular formula: C4H5NO
Method: DFT, the ωB97M-V functional and the def2-TZVPD basis

Cartesian coordinates (Å):
1 N -0.94 -1.62 2.38
2 C -0.38 -0.84 1.74
3 C 0.31 0.15 0.91
4 C -0.42 0.43 -0.42
5 C 0.38 -0.03 -1.62
6 O 1.47 -0.53 -1.57
7 H 0.41 1.07 1.50
8 H 1.32 -0.21 0.69
9 H -1.40 -0.06 -0.46
10 H -0.62 1.50 -0.55
11 H -0.12 0.14 -2.60

The HOMO-LUMO gap is 11.3 eV. For the HOMO energy, the calculation gives -10.589 eV. As for the energy above the lowest of the compared OMol25 structures with the same formula, charge and spin: 64.77 kJ/mol. Its total energy is -7765.8552 eV. As for the SMILES: N#CCCC=O.

Atomic partial charges in e from the natural (NBO) method, atoms 1 to 2: atom 1 (N): -0.324, atom 2 (C): 0.286


No. 6
Molecular formula: C5H7N3
Method: DFT, the ωB97M-V functional and the def2-TZVPD basis

Cartesian coordinates (Å):
1 C -2.24 -0.20 0.05
2 N -0.74 -0.16 -0.24
3 C -0.02 1.01 -0.15
4 C 1.31 1.24 0.04
5 C 2.41 0.27 -0.03
6 N 2.31 -1.04 -0.02
7 N 1.17 -1.69 -0.03
8 C -0.07 -1.40 -0.05
9 H -2.38 -0.56 1.12
10 H -2.66 0.83 -0.03
11 H -2.82 -0.84 -0.59
12 H -0.64 1.92 -0.14
13 H 1.66 2.25 0.21
14 H 3.45 0.63 -0.11
15 H -0.74 -2.25 -0.02

The HOMO-LUMO gap is 7.2 eV. For the HOMO energy, the calculation gives -7.597 eV. As for the energy above the lowest of the compared OMol25 structures with the same formula, charge and spin: 397.97 kJ/mol. Its total energy is -9765.2630 eV. As for the SMILES: CN1C=CC=NN=C1.

Atomic partial charges in e from the natural (NBO) method, atoms 1 to 2: atom 1 (C): -0.406, atom 2 (N): -0.486


No. 7
Molecular formula: C3H4N2O
Method: DFT, the ωB97M-V functional and the def2-TZVPD basis

Cartesian coordinates (Å):
1 O 1.99 -0.19 0.21
2 C 0.64 0.04 0.02
3 C -0.41 -0.86 0.42
4 N -1.64 -0.53 0.28
5 N -0.97 1.82 -0.68
6 C 0.07 1.18 -0.43
7 H 2.33 -0.69 -0.54
8 H -0.07 -1.82 0.84
9 H -2.29 -1.25 0.60
10 H 0.36 2.30 -0.73

The HOMO-LUMO gap is 7.5 eV. For the HOMO energy, the calculation gives -8.032 eV. As for the energy above the lowest of the compared OMol25 structures with the same formula, charge and spin: 522.39 kJ/mol. Its total energy is -8198.4713 eV.

Atomic partial charges in e from the natural (NBO) method, atoms 1 to 2: atom 1 (O): -0.673, atom 2 (C): -0.032


No. 8
Molecular formula: C8H18BrN
Method: DFT, the ωB97M-V functional and the def2-TZVPD basis

Cartesian coordinates (Å):
1 Br -14.06 -9.91 -7.77
2 C -9.84 -11.07 -8.14
3 C -10.25 -10.10 -7.02
4 C -9.63 -10.45 -5.68
5 N -10.43 -9.89 -4.51
6 C -9.87 -8.55 -4.11
7 C -11.92 -9.87 -4.79
8 C -12.33 -11.33 -4.61
9 C -11.57 -11.72 -3.30
10 C -10.33 -10.82 -3.32
11 H -10.19 -12.08 -7.97
12 H -8.74 -11.07 -8.08
13 H -10.11 -10.77 -9.14
14 H -11.33 -10.03 -6.88
15 H -9.83 -9.12 -7.27
16 H -8.57 -10.20 -5.71
17 H -9.60 -11.52 -5.42
18 H -10.33 -8.15 -3.21
19 H -10.03 -7.93 -4.99
20 H -8.82 -8.72 -3.92
21 H -12.31 -9.37 -3.89
22 H -12.18 -9.27 -5.65
23 H -13.39 -11.55 -4.58
24 H -11.89 -11.91 -5.43
25 H -12.24 -11.45 -2.49
26 H -11.22 -12.75 -3.37
27 H -10.38 -10.20 -2.43
28 H -9.38 -11.35 -3.40

The HOMO-LUMO gap is 6.5 eV. For the HOMO energy, the calculation gives -6.623 eV. As for the energy above the lowest of the compared OMol25 structures with the same formula, charge and spin: 81.57 kJ/mol. Its total energy is -80119.2000 eV.

Atomic partial charges in e from the natural (NBO) method, atoms 1 to 2: atom 1 (Br): -0.959, atom 2 (C): -0.589


Copy entry 6 word for word.
Molecular formula: C5H7N3
Method: DFT, the ωB97M-V functional and the def2-TZVPD basis

Cartesian coordinates (Å):
1 C -2.24 -0.20 0.05
2 N -0.74 -0.16 -0.24
3 C -0.02 1.01 -0.15
4 C 1.31 1.24 0.04
5 C 2.41 0.27 -0.03
6 N 2.31 -1.04 -0.02
7 N 1.17 -1.69 -0.03
8 C -0.07 -1.40 -0.05
9 H -2.38 -0.56 1.12
10 H -2.66 0.83 -0.03
11 H -2.82 -0.84 -0.59
12 H -0.64 1.92 -0.14
13 H 1.66 2.25 0.21
14 H 3.45 0.63 -0.11
15 H -0.74 -2.25 -0.02

The HOMO-LUMO gap is 7.2 eV. For the HOMO energy, the calculation gives -7.597 eV. As for the energy above the lowest of the compared OMol25 structures with the same formula, charge and spin: 397.97 kJ/mol. Its total energy is -9765.2630 eV. As for the SMILES: CN1C=CC=NN=C1.

Atomic partial charges in e from the natural (NBO) method, atoms 1 to 2: atom 1 (C): -0.406, atom 2 (N): -0.486